# 1
156
Properties=species:S:1:pos:R:3:mulliken_charge:R:1 method="wB97M-V/def2-TZVPD" e_homo_ha=-0.1954 total_charge=-1 mol_weight_g_mol=1065.05 largest_force_ev_per_a=2.46 energy_ha=-5155.01146
C 8.64005 -4.68016 5.79423 -1.195
C 7.78118 -5.27394 4.68842 0.189
Cl 8.39860 -4.85012 3.06348 -0.190
C 6.24593 -4.94126 4.83676 -0.412
Cl 5.48270 -6.57120 5.11271 -0.150
N 6.01897 -3.98629 5.93160 0.680
C 5.95639 -2.57496 5.47602 0.384
N 6.43628 -1.66384 6.50790 -0.585
P 4.22759 -1.92434 5.05512 0.181
S 4.22038 -0.08043 4.38742 -0.473
C 6.77915 -2.28468 4.17280 -0.127
O 6.11173 -2.41392 3.11201 -0.696
O 7.95570 -1.93542 4.24967 -0.696
P 4.92624 -4.45029 7.13366 0.329
O 5.42554 -5.50540 8.00177 -0.566
O 3.45657 -4.79846 6.54628 -0.522
O 4.61525 -3.20038 8.09069 -0.490
H 8.26984 -5.00313 6.77088 0.239
H 8.63840 -3.59204 5.78582 0.167
H 9.64331 -5.09720 5.70959 0.470
H 7.91931 -6.34471 4.77951 0.522
H 5.83009 -4.62397 3.88454 0.502
H 6.83286 -0.84947 6.06292 0.351
H 7.13831 -2.15422 7.04635 0.314
H 3.40617 -1.93103 6.19530 0.013
H 3.68830 -2.80802 4.08688 0.057
H 3.41329 -4.62674 5.59686 0.390
H 3.66117 -3.14079 8.20694 0.320
C 0.30710 0.75447 0.94393 -0.555
O -0.91047 0.11568 1.30721 -0.391
C -0.79753 -1.29852 1.34264 -0.458
C -0.65338 -1.81150 2.76046 -0.341
O 0.57810 -1.39789 3.32646 -0.215
C 0.44528 -0.30186 4.21710 -0.668
H 0.20358 1.81829 1.14807 0.092
H 1.15442 0.36706 1.51405 0.317
H 0.49450 0.61838 -0.12641 0.310
H 0.04015 -1.63810 0.72606 0.349
H -1.71886 -1.70316 0.91256 0.261
H -0.65002 -2.90604 2.74165 0.181
H -1.49619 -1.49119 3.38069 0.362
H -0.00722 -0.63951 5.15794 0.267
H -0.15611 0.50353 3.78721 0.374
H 1.44308 0.08092 4.42913 0.078
C 0.91928 4.75907 -0.33403 -0.830
O 0.30086 3.62959 -0.92715 -0.319
C -1.06914 3.84455 -1.22206 -0.436
C -1.28201 4.13193 -2.69270 -0.715
O -0.70159 5.37191 -3.07472 -0.242
C 0.53845 5.21663 -3.74790 -1.024
H 1.99503 4.59234 -0.34091 0.269
H 0.70013 5.67721 -0.88467 0.314
H 0.58509 4.86928 0.70336 0.333
H -1.47900 4.65168 -0.60730 0.363
H -1.60030 2.92175 -0.96563 0.328
H -2.35763 4.20843 -2.88361 0.383
H -0.88856 3.31561 -3.30554 0.354
H 0.37175 4.84735 -4.76620 0.356
H 1.20901 4.53999 -3.21553 0.551
H 1.01119 6.19619 -3.81116 0.268
C 5.96167 5.36774 -7.61384 -0.674
O 4.89120 4.75208 -8.30946 -0.371
C 4.22971 3.75994 -7.53802 -0.673
C 2.92839 4.27688 -6.96296 -0.423
O 3.15061 5.29697 -6.00111 -0.341
C 2.91500 6.59737 -6.51514 -0.807
H 6.26546 6.24707 -8.18000 0.241
H 5.66644 5.67943 -6.60944 0.278
H 6.81127 4.68002 -7.54503 0.329
H 4.88047 3.38748 -6.74181 0.361
H 4.00786 2.92588 -8.21122 0.382
H 2.42177 3.45412 -6.44790 0.376
H 2.26798 4.63282 -7.75975 0.367
H 1.83897 6.77239 -6.62537 0.293
H 3.41343 6.75038 -7.47518 0.435
H 3.30836 7.31649 -5.79791 0.244
C -6.33534 -5.03058 3.42929 -0.759
O -6.06085 -4.74777 2.06863 -0.302
C -5.47710 -3.46362 1.88329 -0.827
C -3.98123 -3.55882 1.67001 0.133
O -3.31908 -4.01968 2.83946 -0.327
C -2.96175 -5.38797 2.75873 -0.827
H -6.56795 -6.09164 3.50977 0.233
H -5.47938 -4.80733 4.07012 0.320
H -7.20215 -4.45163 3.76713 0.313
H -5.70713 -2.80654 2.72712 0.388
H -5.93089 -3.03184 0.98550 0.381
H -3.59571 -2.55857 1.45404 0.132
H -3.75052 -4.20088 0.81377 0.190
H -2.10944 -5.51652 2.08228 0.300
H -3.79682 -6.00652 2.42027 0.355
H -2.66407 -5.71522 3.75410 0.306
C -3.20832 9.27074 -7.46609 -0.888
O -3.49924 8.88719 -6.13458 -0.247
C -2.71558 7.78382 -5.69240 -0.600
C -1.57255 8.22769 -4.80764 0.052
O -0.61842 8.99515 -5.53593 -0.293
C -0.73981 10.38698 -5.31017 -0.768
H -3.67944 10.23616 -7.64871 0.236
H -2.13335 9.36496 -7.63615 0.423
H -3.62414 8.53420 -8.16368 0.352
H -2.34176 7.20726 -6.54393 0.363
H -3.37672 7.13589 -5.10931 0.368
H -1.05664 7.34215 -4.43296 -0.095
H -1.94469 8.78868 -3.94547 0.312
H -0.36113 10.64311 -4.31462 0.320
H -1.77406 10.72592 -5.40808 0.282
H -0.13155 10.90143 -6.05353 0.246
C 3.12429 -9.90111 11.13319 -0.739
O 3.36644 -9.55948 9.78411 -0.384
C 3.99534 -8.28457 9.64063 -0.346
C 5.47585 -8.41600 9.37475 -0.187
O 6.16427 -8.96276 10.50251 -0.398
C 6.47119 -10.33211 10.34808 -0.736
H 2.85248 -10.95621 11.16829 0.244
H 4.00831 -9.74395 11.75664 0.325
H 2.29154 -9.30813 11.52998 0.319
H 3.81690 -7.66331 10.52305 0.322
H 3.53158 -7.79343 8.78185 0.242
H 5.88497 -7.42215 9.19460 0.216
H 5.65658 -9.02146 8.48144 0.279
H 7.29427 -10.45813 9.63484 0.317
H 5.60459 -10.90851 10.01306 0.314
H 6.79277 -10.71613 11.31678 0.248
C -9.50027 10.35578 -6.51975 -0.722
O -8.40518 10.42286 -7.41528 -0.399
C -7.23204 9.80529 -6.90104 -0.337
C -7.01835 8.43117 -7.49667 -0.331
O -8.03242 7.52256 -7.08815 -0.387
C -9.01434 7.30581 -8.08413 -0.739
H -10.39647 10.64749 -7.06571 0.246
H -9.64029 9.34665 -6.12526 0.321
H -9.35015 11.05264 -5.68784 0.326
H -7.26717 9.74978 -5.80956 0.332
H -6.38716 10.44219 -7.17973 0.230
H -6.06533 8.03701 -7.13059 0.233
H -6.96371 8.48530 -8.58853 0.305
H -8.60903 6.67684 -8.88456 0.323
H -9.38067 8.24534 -8.50480 0.319
H -9.84934 6.78054 -7.62210 0.250
C -5.62019 -5.82940 -1.66369 -0.833
O -4.23436 -5.99894 -1.41329 -0.316
C -3.87642 -7.35950 -1.22384 -0.410
C -3.23502 -7.94495 -2.46368 -0.661
O -4.15857 -8.03116 -3.53971 -0.368
C -3.99524 -6.99524 -4.49139 -0.682
H -5.77878 -4.80846 -2.00902 0.241
H -5.98330 -6.51936 -2.42924 0.441
H -6.18412 -5.98184 -0.73706 0.284
H -4.74512 -7.95187 -0.92185 0.371
H -3.14758 -7.38835 -0.40731 0.340
H -2.90533 -8.96447 -2.24066 0.375
H -2.35558 -7.36257 -2.75357 0.354
H -3.09695 -7.17234 -5.09282 0.329
H -3.93181 -6.01368 -4.01621 0.279
H -4.86122 -7.00859 -5.15203 0.241

# 2
14
Properties=species:S:1:pos:R:3:mulliken_charge:R:1 method="wB97M-V/def2-TZVPD" e_homo_ha=-0.2972 total_charge=0 mol_weight_g_mol=97.12 largest_force_ev_per_a=0.40 energy_ha=-324.46383 relative_energy_kj_mol=684.3
C -0.32766 -1.69854 -0.45818 -1.093
C 0.39397 0.31933 -0.75097 0.343
N 1.26361 1.35855 -0.90430 -0.543
C 1.09566 0.65503 0.44833 -0.303
C -0.28050 0.67285 1.11807 -0.494
C -0.95902 0.16125 -0.26204 0.531
O -2.09108 0.30354 -0.69997 -0.705
H -1.15997 -2.04715 0.15584 0.354
H 0.62686 -2.06799 -0.08025 0.348
H -0.49628 -1.97027 -1.49990 0.341
H 0.82192 2.26072 -1.08785 0.284
H 2.00683 0.21354 0.83026 0.381
H -0.70993 1.66292 1.29636 0.292
H -0.35711 0.04869 2.01155 0.263

# 3
42
Properties=species:S:1:pos:R:3:mulliken_charge:R:1 method="wB97M-V/def2-TZVPD" e_homo_ha="-0.6421 / -0.6422" total_charge=+3 mol_weight_g_mol=673.35 largest_force_ev_per_a=3.95 energy_ha=-1576.67189
Pt -0.20140 0.37310 -0.00080 0.449
I 2.73140 0.24110 0.01130 0.501
C 2.76470 2.35900 0.00150 0.742
C 3.99580 3.00710 0.00060 -0.618
C 4.04330 4.39890 0.00110 -0.791
C 2.85990 5.12830 0.00150 -0.497
C 1.60320 4.48330 0.00050 0.551
C 0.40890 5.22610 0.00370 -0.474
C -0.82270 4.59790 -0.00350 -0.888
C -0.88950 3.20680 -0.01290 -0.130
C 0.26170 2.42080 -0.00890 0.484
C 1.52980 3.04570 -0.00200 0.514
H 4.91860 2.44090 -0.00120 0.433
H 4.99810 4.91110 0.00110 0.460
H 2.89230 6.21300 0.00040 0.503
H 0.45820 6.30580 0.00940 0.516
H -1.73780 5.17320 -0.00460 0.481
H -1.87550 2.76490 -0.02550 0.201
O -2.66470 -6.59960 0.09020 -0.622
N -3.58230 -5.83910 -0.00320 1.115
O -4.74190 -6.05240 -0.09830 -0.576
C -3.21310 -4.36180 0.00030 -0.774
C -4.25920 -3.49490 0.00130 -0.534
C -4.04220 -2.09230 0.00500 1.357
C -5.10760 -1.17220 0.00550 -0.541
C -4.81100 0.16880 0.00730 -1.081
C -3.46950 0.56490 0.00920 0.149
N -2.45620 -0.28130 0.00900 -0.580
C -2.71500 -1.60250 0.00580 -0.498
C -1.61120 -2.51600 -0.00040 0.506
N -0.36510 -2.01780 -0.00630 -0.307
C 0.67340 -2.81460 -0.01220 0.473
C 0.54240 -4.21020 -0.00390 -1.045
C -0.71620 -4.75240 0.00220 -0.200
C -1.85140 -3.92730 0.00120 0.773
H -5.27920 -3.85910 -0.00180 0.594
H -6.12780 -1.53110 0.00390 0.503
H -5.58990 0.91700 0.00740 0.461
H -3.24950 1.62210 0.01130 0.442
H 1.66120 -2.36730 -0.02420 -0.133
H 1.43080 -4.82090 -0.00500 0.451
H -0.84750 -5.83690 0.01100 0.629

# 4
10
Properties=species:S:1:pos:R:3:mulliken_charge:R:1 method="wB97M-V/def2-TZVPD" e_homo_ha=-0.3420 total_charge=0 mol_weight_g_mol=92.05 largest_force_ev_per_a=1.81 energy_ha=-379.47335 relative_energy_kj_mol=328.4
C 0.60390 0.03017 -0.65815 -0.095
C -0.63991 -0.24333 0.09249 0.947
O -0.92263 0.72825 1.06961 -0.550
O 1.26071 1.14657 -0.56548 -0.343
O 0.01692 -1.43506 0.81334 -0.580
O -1.45359 -0.48409 -0.84920 -0.715
H 1.99373 1.19435 -1.20116 0.395
H -1.82427 1.01642 0.87309 0.329
H 0.00215 -1.20930 1.75559 0.286
H 0.96300 -0.74398 -1.33013 0.325